1.
Below is an isolated molecule of C5H5NO at a distorted geometry, with properties calculated with the ωB97M-V functional and the def2-TZVPD basis.

The geometry in XYZ format:
```
12
Properties=species:S:1:pos:R:3:forces:R:3:mulliken_charge:R:1
C -0.8227 -1.2868 0.7971 0.18 -0.37 0.20 -0.535
C -1.3448 -0.5183 -0.1771 0.79 -0.35 0.46 -0.355
C -0.2111 -0.0498 -0.7664 -0.07 0.53 -0.60 0.372
O 0.3426 -0.6703 -1.7988 -0.32 0.37 -0.20 -0.449
C 0.6192 1.1080 -0.2874 0.02 0.17 -0.17 -0.263
C 0.4670 1.4663 1.1308 -0.17 0.15 0.89 0.159
N 0.4046 1.7790 2.2425 0.08 -0.33 -1.26 -0.368
H 0.2705 -1.2726 0.8880 -0.09 -0.53 0.66 0.126
H -1.2904 -1.9738 1.4821 -0.65 0.06 0.09 0.286
H -0.2858 -1.3721 -2.0518 0.22 0.00 0.00 0.381
H 1.6755 0.9053 -0.4944 -0.17 0.07 -0.06 0.341
H 0.3077 1.9563 -0.8980 0.19 0.23 -0.01 0.305
```
Forces are in eV/Å.

Values from the calculation:
highest occupied orbital energy	-9.2	eV
charge	0
spin multiplicity	1
energy	-8799.4682	eV
SMILES	C=C=C(O)CC#N
lowest unoccupied orbital energy	0.310	eV

=====

2.
Below is a cluster of 16 separate species, C32H96O32 in total at a distorted geometry, with properties calculated with the ωB97M-V functional and the def2-TZVPD basis.

The geometry in XYZ format:
```
160
Properties=species:S:1:pos:R:3:forces:R:3:mulliken_charge:R:1
C -12.6017 12.5864 8.0239 0.02 0.36 1.20 -0.548
C -11.9080 11.9876 6.8487 2.49 -1.41 2.06 -0.349
O -10.5403 12.4159 6.7245 -0.27 1.60 0.38 -0.609
O -13.2182 13.8188 7.6555 0.60 0.67 0.99 -0.195
H -11.8830 12.7367 8.9112 -0.92 -0.33 -1.30 0.298
H -13.3502 11.8358 8.3304 -0.13 0.47 0.18 0.304
H -12.4082 12.1504 5.9631 -1.40 0.54 -2.01 0.175
H -11.8285 10.9004 7.0163 -0.12 0.25 -0.16 0.467
H -10.5249 13.3410 7.0833 0.14 -1.17 -0.57 0.313
H -12.9342 14.5361 8.2969 -0.41 -0.81 -0.87 0.284
C -17.2527 17.0782 10.2329 0.38 -1.21 -1.16 -0.683
C -16.4981 15.8164 9.7030 -0.10 0.14 0.86 -0.170
O -15.1825 16.1014 9.1653 -0.86 -0.07 0.43 -0.105
O -17.3186 18.1086 9.2219 -1.05 -1.44 -0.23 -0.497
H -16.7342 17.4157 11.1025 0.36 0.78 0.48 0.392
H -18.2472 16.7216 10.5477 0.10 0.33 -0.16 0.384
H -17.1237 15.3937 8.9499 -0.39 -0.32 -1.02 -0.063
H -16.5309 14.9608 10.5004 0.90 1.77 -1.12 0.368
H -15.1607 16.7818 8.4366 -0.30 -0.94 1.04 0.034
H -17.8994 17.7117 8.4788 0.99 0.86 0.99 0.330
C -15.4194 21.9435 9.1387 -2.09 0.08 0.09 -0.811
C -14.8064 20.7250 9.6952 0.05 -1.21 1.94 -0.782
O -15.0313 19.6037 8.8888 -1.00 0.32 -0.11 -0.511
O -14.8272 22.4641 7.9776 0.29 -0.19 0.15 -0.454
H -15.4946 22.7109 9.9050 -0.12 0.17 0.16 0.472
H -16.4451 21.5835 8.8601 0.48 0.86 0.15 0.373
H -15.2038 20.4433 10.7249 0.17 0.95 -0.94 0.294
H -13.7623 20.8171 9.8447 1.34 0.22 -0.04 0.580
H -15.9834 19.4313 9.0322 0.21 -0.94 -0.54 0.032
H -13.8646 22.4606 8.1088 0.34 0.09 -0.38 0.206
C -18.2057 13.0159 2.1228 -0.94 1.33 -1.28 -0.755
C -17.8738 14.4646 2.2761 1.27 1.28 0.63 0.256
O -16.9689 14.9808 1.2577 0.31 -1.10 1.09 -0.364
O -19.4420 12.8169 2.7580 -0.39 -0.85 0.42 -0.634
H -17.4104 12.3914 2.4525 0.60 -0.82 0.34 0.182
H -18.3553 12.9147 1.0398 -0.11 -0.58 0.23 0.367
H -17.3467 14.6449 3.2145 -0.01 -0.13 0.43 -0.244
H -18.8078 15.0237 2.4062 0.18 0.13 -0.88 0.568
H -16.0591 14.6762 1.6252 -1.01 0.64 -0.88 0.142
H -19.3414 12.9124 3.7139 0.09 -0.03 -0.13 0.338
C -17.8803 19.3457 1.8242 -0.04 -1.31 -0.86 -0.606
C -18.3573 17.8778 1.7039 1.38 0.68 -1.17 0.919
O -17.8632 17.3241 0.4544 0.02 -0.27 0.37 -0.552
O -18.2718 19.8796 3.0723 -0.39 0.37 -0.87 -0.536
H -18.1860 19.9037 0.9205 -0.44 0.20 0.78 0.476
H -16.8097 19.2735 1.7363 0.74 0.27 0.22 0.135
H -19.4185 17.8659 1.6754 -1.07 -0.32 0.22 0.396
H -17.9386 17.3350 2.5396 -0.10 -0.32 0.22 -0.858
H -17.4616 16.4084 0.5678 -0.71 0.90 0.59 0.372
H -17.5593 19.6046 3.6538 0.57 -0.04 0.59 0.346
C -10.8502 14.8237 3.9145 0.17 0.74 1.50 -0.118
C -11.2954 15.6392 5.1621 -0.38 -0.42 0.45 -0.183
O -11.8300 16.8825 4.8010 1.30 1.58 0.48 0.040
O -9.7486 15.4070 3.1972 -0.10 -0.64 0.91 -0.589
H -11.6458 14.8656 3.2110 -0.92 -0.35 -0.51 -0.456
H -10.6881 13.8126 4.3063 0.29 -0.10 -0.59 0.560
H -10.4347 15.8371 5.8537 -0.42 -0.05 -0.73 0.390
H -12.0650 15.1420 5.8301 0.80 -0.20 -1.00 -0.057
H -12.6482 16.9297 4.3016 -0.91 -1.14 -0.30 -0.285
H -8.9506 15.0257 3.5834 0.03 0.22 -0.17 0.342
C -13.8583 13.5916 1.0387 -0.18 -2.34 0.47 -0.360
C -14.6839 13.3082 -0.2203 1.29 1.53 -0.52 -0.499
O -14.8047 14.5421 -0.9463 0.65 -0.77 -0.03 -0.544
O -14.6253 14.1098 2.1447 -0.12 0.46 0.07 -0.352
H -13.1236 14.3088 0.8062 1.15 0.63 -0.48 0.370
H -13.3921 12.6073 1.3561 -0.31 1.14 -0.09 0.227
H -15.6433 12.9612 0.0407 -1.25 -0.70 0.39 0.175
H -14.2193 12.5927 -0.9244 0.10 0.17 0.74 0.423
H -15.6794 14.8567 -0.7925 -1.00 0.69 0.05 0.302
H -14.2358 14.9404 2.5122 -0.19 -0.57 -0.36 0.015
C -11.8688 19.7502 0.8021 -0.31 -1.37 -1.30 -0.462
C -13.2548 19.9416 1.3375 0.65 0.15 0.95 0.213
O -13.9609 18.7111 1.4129 -1.04 -0.96 -0.99 0.065
O -11.9673 19.5680 -0.6777 0.92 0.73 2.23 -0.608
H -11.5254 18.8185 1.3340 0.22 0.72 -0.82 0.137
H -11.1778 20.5561 1.0192 -0.10 0.23 -0.11 0.400
H -13.7619 20.7325 0.8182 -0.58 0.19 -0.37 0.356
H -13.1003 20.2255 2.3719 -0.32 0.26 0.38 -0.435
H -14.5018 18.4497 0.6174 0.89 0.82 0.72 -0.064
H -12.3707 18.7151 -0.6857 -0.50 -1.07 -0.74 0.325
C -9.2812 19.3253 5.7142 -0.72 0.05 0.09 -0.312
C -9.8761 19.5764 4.2934 0.29 1.58 0.97 -0.567
O -11.2861 19.4082 4.1743 0.33 -0.33 0.46 -0.019
O -9.9306 20.0575 6.7852 1.57 -0.19 -0.63 -0.556
H -8.2431 19.7063 5.7158 -0.38 -0.59 -0.06 0.478
H -9.3469 18.2355 5.9465 0.31 0.63 -0.13 0.002
H -9.3492 18.9323 3.6070 0.23 -0.26 -0.38 0.517
H -9.6483 20.6511 4.0415 -0.32 -0.99 0.04 0.291
H -11.4548 18.4363 4.2841 0.21 0.50 0.13 0.374
H -10.8536 20.0878 6.6030 -1.29 -0.04 -0.17 -0.130
C -16.3202 18.0111 -2.5611 0.82 -2.31 -0.79 -0.507
C -17.1483 19.1779 -2.7699 -1.76 1.13 0.87 -0.504
O -18.4189 19.1358 -2.0830 1.18 -0.51 0.97 -0.596
O -15.8652 17.7226 -1.2626 0.06 0.31 1.13 -0.332
H -15.4245 18.1549 -3.1604 0.25 -0.04 -0.11 0.353
H -16.8242 17.1325 -2.9896 -0.02 -0.07 0.15 0.247
H -17.3707 19.3141 -3.8031 -0.17 -0.13 -0.91 0.450
H -16.5889 20.0325 -2.4747 0.42 1.15 0.52 0.240
H -18.1770 18.8009 -1.1815 -0.74 0.32 -0.95 0.253
H -16.5871 17.6037 -0.5934 0.24 0.35 -0.82 0.486
C -11.6702 23.0083 6.3524 -1.18 -0.82 -0.93 -0.927
C -12.7899 22.3068 5.5436 1.13 -0.51 -0.06 0.005
O -12.9140 20.9974 6.1181 -0.42 0.11 0.16 1.360
O -12.0856 22.8486 7.7084 2.39 0.08 0.93 -0.641
H -11.4639 24.0330 6.0732 -0.38 0.48 0.05 0.382
H -10.7460 22.4651 6.2260 0.32 -0.29 -0.27 0.350
H -12.5228 22.1738 4.4739 -0.27 0.53 0.46 0.219
H -13.7468 22.8381 5.6698 0.53 -0.33 -0.19 0.005
H -12.4189 20.3496 5.6017 -0.08 0.11 -0.66 -0.695
H -11.2308 22.5043 8.0838 -1.72 0.43 0.30 0.308
C -19.1633 17.8388 5.0882 0.08 0.18 0.54 1.607
C -19.5016 16.8485 6.1835 0.42 -1.34 -1.96 -0.999
O -18.5458 16.6768 7.2052 0.38 0.33 0.50 -0.234
O -19.2003 19.1111 5.7005 -0.19 0.88 -0.49 -0.577
H -19.8485 17.7083 4.2381 -0.28 0.22 0.37 0.246
H -18.1910 17.6247 4.6696 0.67 -0.04 0.02 -1.305
H -19.6626 15.8874 5.6528 0.00 0.19 0.46 0.226
H -20.4318 17.1699 6.5743 -0.85 0.20 0.90 0.465
H -17.9547 15.9178 7.0497 -0.51 0.04 -0.45 0.000
H -19.2762 19.8374 5.0461 0.15 -0.87 0.26 0.376
C -15.1197 18.3846 5.0913 1.34 -0.30 0.68 1.137
C -15.2001 16.9730 4.5140 -0.27 0.46 -0.54 1.099
O -14.1866 16.7770 3.5057 -0.12 0.02 -0.61 0.815
O -15.7521 19.3185 4.2411 -0.08 -0.87 -0.50 0.168
H -14.0285 18.6679 5.2354 -1.14 -0.39 -0.10 -1.128
H -15.5576 18.3819 6.0935 -0.15 0.09 0.01 0.398
H -16.2222 16.8762 4.0853 0.52 -0.17 -0.03 -1.586
H -15.0512 16.1351 5.2188 0.06 0.86 0.03 -0.708
H -14.1703 17.5100 2.8390 -0.29 -0.17 0.31 -0.404
H -15.6632 20.1771 4.6900 -0.01 0.36 0.29 0.143
C -16.2626 13.6387 6.0894 -1.05 -0.94 -1.52 0.668
C -16.2404 12.1749 5.6006 0.99 1.12 2.40 -0.520
O -16.9568 11.4646 6.6194 0.27 -0.76 -0.63 -0.601
O -17.6318 14.0549 6.3058 -0.47 -1.20 1.12 -0.456
H -15.8555 14.3163 5.3286 -0.07 -0.26 0.25 -0.638
H -15.6736 13.6560 6.9715 0.47 0.43 1.00 0.496
H -15.2120 11.8316 5.5597 0.44 0.04 0.18 0.242
H -16.6033 12.0296 4.6405 -1.35 -0.17 -1.85 0.202
H -16.7257 10.5268 6.5080 -0.36 0.43 0.26 0.333
H -18.0931 13.3496 6.8727 1.18 1.36 -1.17 0.328
C -12.1833 17.9338 8.0247 -1.65 0.68 1.88 1.182
C -11.7714 17.1898 9.3255 1.50 -0.17 -0.22 -1.022
O -12.4169 15.9322 9.4397 -0.25 0.14 0.25 -0.574
O -13.5826 17.8140 7.8032 -0.22 -0.61 -0.27 0.689
H -11.7238 17.5771 7.1447 0.82 -0.56 -0.82 -0.795
H -12.0338 19.0058 8.1335 0.79 0.13 0.04 0.040
H -11.8733 17.7890 10.2658 -0.38 -0.25 -0.79 0.266
H -10.6815 16.9342 9.2881 -0.70 0.39 -0.11 0.369
H -13.3604 16.1097 9.6062 -0.11 -0.14 -0.18 0.355
H -14.0789 18.4986 8.3040 0.43 -0.01 -0.25 0.194
C -16.1361 23.7582 5.0615 -1.21 -1.05 -2.83 -0.724
C -16.7901 22.3959 5.2854 -1.83 0.82 0.24 -0.018
O -15.8016 21.4904 5.6588 -0.10 -0.95 0.20 0.308
O -15.8914 24.4850 6.2006 0.25 0.73 0.15 -0.593
H -16.8823 24.3565 4.4635 1.05 -0.39 0.27 0.435
H -15.2438 23.4151 4.4094 -0.84 1.37 0.85 0.213
H -17.2280 21.9709 4.3481 0.25 0.67 0.53 0.288
H -17.6656 22.5441 6.0283 1.34 -0.59 -0.76 0.176
H -15.5124 21.6152 6.5680 0.38 0.11 0.39 -0.430
H -15.3604 23.9670 6.7957 0.39 -0.44 0.73 0.507
```
Forces are in eV/Å.

Values from the calculation:
highest occupied orbital energy	-9.6	eV
charge	0
spin multiplicity	1
energy	-100253.6285	eV
lowest unoccupied orbital energy	0.126	eV

=====

3.
Below is a cluster of 2 separate species, C8H10NP in total at a distorted geometry, with properties calculated with the ωB97M-V functional and the def2-TZVPD basis.

The geometry in XYZ format:
```
20
Properties=species:S:1:pos:R:3:forces:R:3:mulliken_charge:R:1
C -0.1732 -0.5537 -0.0981 0.44 1.37 0.84 0.273
C 0.6551 0.3966 0.4404 4.13 -1.04 -1.01 0.008
C -1.6451 1.1076 0.0050 0.95 0.56 1.70 0.464
C -0.7101 -2.8750 -0.8614 0.16 0.08 1.25 -0.739
C 3.6452 0.2570 -0.3489 -0.63 0.43 -1.15 -0.491
C 0.0944 -1.9331 -0.3589 4.02 -1.59 0.87 -0.199
C 2.8677 0.2512 0.6802 -4.86 -0.30 1.06 -0.297
C -2.9386 1.8096 0.0045 -1.61 -0.03 0.22 -0.929
N -1.4982 -0.1416 -0.2128 -0.79 1.19 -0.63 -0.483
P -0.0610 2.0309 0.6268 -0.90 -1.99 0.90 -0.212
H -0.5692 -3.9777 -0.7789 0.27 1.21 -0.48 0.258
H -1.6800 -2.4805 -1.0739 -0.74 -0.29 -0.43 0.334
H 4.6766 0.1956 -0.4601 2.10 -0.30 1.19 0.313
H 3.3406 0.4216 -1.3561 -1.27 0.03 -0.56 0.277
H 1.2083 -2.0985 0.0123 -2.32 -0.42 -0.93 0.144
H 2.8858 0.1141 1.7639 0.66 0.09 -0.68 0.342
H -3.7181 1.1363 0.5443 1.04 1.21 -1.35 0.278
H -3.1273 1.9650 -1.0954 -0.61 -0.01 1.13 0.236
H -2.9275 2.8138 0.5264 0.16 -1.16 -0.67 0.323
H -0.3252 1.5609 2.0407 -0.19 0.97 -1.25 0.100
```
Forces are in eV/Å.

Values from the calculation:
highest occupied orbital energy	-8.2	eV
charge	0
spin multiplicity	1
energy	-19230.6012	eV
lowest unoccupied orbital energy	0.351	eV

=====

4.
Below is an isolated molecule of C3HNOS2 at a distorted geometry, with properties calculated with the ωB97M-V functional and the def2-TZVPD basis.

The geometry in XYZ format:
```
8
Properties=species:S:1:pos:R:3:forces:R:3:mulliken_charge:R:1
O -2.3855 -0.6256 0.2025 3.15 1.00 -0.57 -0.489
C -1.1894 -0.4081 0.0239 -2.46 -0.88 0.55 0.530
C -0.4598 0.9892 -0.0580 0.06 -2.85 0.27 -0.088
N 0.7915 0.9169 -0.2237 -0.53 -0.20 0.37 -0.362
C 1.3089 -0.4241 -0.1032 -0.82 0.00 -0.52 0.281
S 2.8676 -0.5511 0.1291 0.91 -0.66 0.10 -0.208
S 0.0661 -1.7750 -0.1321 0.14 2.87 0.14 -0.065
H -0.9995 1.8778 0.1615 -0.44 0.73 -0.33 0.401
```
Forces are in eV/Å.

Values from the calculation:
highest occupied orbital energy	-9.5	eV
charge	0
spin multiplicity	1
energy	-28333.7339	eV
SMILES	O=C1C=NC(=S)S1
lowest unoccupied orbital energy	-1.748	eV

=====

no.,molar mass (g mol⁻¹),HOMO-LUMO gap (eV)
1,95.1,9.51
2,993.1,9.73
3,151.1,8.59
4,131.2,7.75